1.
{
  "formula": "C37H32BrIIrN4O2Sb",
  "method": "ωB97M-V with the def2-TZVPD basis set",
  "charge": 2,
  "s_squared": 6.08,
  "multiplicity": 5,
  "energy_ha": -5014.20828,
  "orbital_gap_ev": [5.45, 4.84],
  "species": ["Ir", "O", "C", "C", "C", "C", "C", "C", "C", "O", "N", "N", "C", "C", "Br", "C", "C", "C", "C", "C", "C", "C", "H", "H", "H", "H", "H", "H", "H", "H", "H", "H", "H", "H", "H", "H", "C", "C", "C", "C", "C", "C", "Sb", "C", "C", "C", "C", "C", "C", "C", "C", "C", "C", "C", "C", "H", "H", "H", "H", "H", "H", "H", "H", "H", "H", "H", "H", "H", "H", "H", "I", "C", "C", "N", "N", "C", "H", "H", "H"],
  "xyz": [[-0.33052, -0.45790, 0.41623], [1.63863, -1.59952, -2.37563], [2.97122, -1.31147, -2.35001], [3.78891, -1.60694, -3.43333], [5.12996, -1.27143, -3.41375], [5.68296, -0.64555, -2.30561], [4.87252, -0.37935, -1.21749], [3.51639, -0.70279, -1.21677], [2.72409, -0.37122, 0.03240], [1.63250, -1.10134, 0.30250], [2.31538, 1.09114, -0.07937], [1.08596, 1.40372, 0.07626], [0.74124, 2.69156, 0.08053], [-0.59245, 3.09783, 0.07255], [-1.91451, 1.83616, -0.42614], [-1.05589, 4.38999, 0.29007], [-0.38780, 5.51724, 0.83419], [-1.03000, 6.76712, 0.65768], [-0.45197, 7.93089, 1.11322], [0.76618, 7.87217, 1.78183], [1.40125, 6.64841, 2.00503], [0.83428, 5.48321, 1.54728], [1.40485, -1.99509, -3.22665], [3.36330, -2.09988, -4.29951], [5.74829, -1.50722, -4.26873], [6.73260, -0.39256, -2.28273], [5.30770, 0.05786, -0.32530], [3.42229, -0.36536, 0.88637], [3.01897, 1.80483, -0.26632], [1.52681, 3.43763, 0.01300], [-2.08416, 4.56321, -0.00754], [-1.97696, 6.80075, 0.13418], [-0.94350, 8.88067, 0.95895], [1.21525, 8.78142, 2.15803], [2.32805, 6.62108, 2.56086], [1.30088, 4.54215, 1.79933], [-1.59511, -3.77633, -5.19918], [-0.61635, -4.59949, -4.66017], [-0.21588, -4.43914, -3.33971], [-0.79536, -3.45101, -2.54738], [-1.75675, -2.61322, -3.10593], [-2.16581, -2.77829, -4.42204], [-0.22569, -3.16806, -0.52978], [1.39462, -4.50122, -0.30978], [2.71354, -4.10807, -0.11871], [3.71344, -5.06317, -0.00182], [3.40248, -6.41252, -0.07127], [2.08658, -6.81199, -0.25627], [1.08392, -5.86089, -0.37104], [-1.71035, -4.34437, 0.42677], [-2.84882, -4.78093, -0.24654], [-3.81555, -5.52783, 0.41459], [-3.64678, -5.84703, 1.75432], [-2.50922, -5.42461, 2.42982], [-1.54615, -4.67701, 1.76929], [-1.90775, -3.90748, -6.22611], [-0.16576, -5.37355, -5.26664], [0.54505, -5.09375, -2.93196], [-2.18141, -1.79269, -2.53019], [-2.91941, -2.12633, -4.84279], [2.96656, -3.05998, -0.05898], [4.73891, -4.75204, 0.14689], [4.18387, -7.15462, 0.02367], [1.83845, -7.86371, -0.30648], [0.05867, -6.18730, -0.50174], [-2.97758, -4.56769, -1.30346], [-4.68980, -5.87567, -0.11925], [-4.39404, -6.43530, 2.26931], [-2.36916, -5.68797, 3.46965], [-0.66074, -4.36067, 2.31131], [-5.32422, -0.44798, 4.02669], [-4.04531, -0.86980, 2.48040], [-4.33466, -1.52013, 1.29575], [-3.20263, -1.57843, 0.58593], [-2.16782, -1.03705, 1.25696], [-2.68176, -0.58742, 2.40723], [-5.24786, -1.95886, 0.93142], [-3.04700, -2.05230, -0.29100], [-2.04437, -0.11697, 3.13674]],
  "atomic_forces_ev_per_a": [[0.462, -0.727, 0.251], [-0.045, 0.028, -0.035], [0.006, 0.114, 0.012], [-0.038, 0.005, 0.009], [0.057, -0.003, -0.026], [-0.026, 0.003, 0.010], [0.027, -0.111, 0.025], [0.028, -0.016, -0.037], [-0.123, 0.191, 0.094], [0.125, -0.055, 0.117], [-0.138, -0.138, 0.151], [0.029, 0.097, -0.343], [0.018, -0.129, -0.152], [0.038, 0.190, 0.080], [-0.259, 0.159, -0.151], [0.039, -0.106, -0.109], [0.024, 0.071, 0.009], [0.012, 0.018, -0.031], [-0.015, -0.055, -0.027], [0.013, 0.007, 0.012], [0.000, 0.008, -0.012], [0.003, -0.017, 0.035], [0.019, -0.014, 0.029], [-0.017, -0.005, -0.021], [0.009, -0.004, -0.013], [0.019, 0.005, 0.004], [0.012, 0.024, 0.028], [0.025, 0.051, -0.046], [-0.010, 0.030, 0.022], [-0.049, 0.090, 0.075], [-0.011, 0.024, 0.018], [-0.014, 0.003, 0.007], [-0.011, 0.005, 0.000], [0.013, 0.012, -0.005], [-0.007, -0.018, 0.013], [-0.029, -0.030, 0.016], [-0.003, 0.006, -0.004], [-0.011, 0.007, -0.009], [0.000, -0.060, 0.038], [0.056, 0.030, -0.122], [-0.045, 0.126, 0.011], [0.015, -0.027, -0.009], [-0.031, 0.128, -0.137], [0.026, -0.158, 0.056], [0.018, 0.137, -0.056], [0.017, -0.020, -0.005], [0.000, -0.019, -0.003], [0.014, 0.010, -0.003], [-0.051, 0.017, 0.005], [-0.108, -0.136, -0.026], [0.024, 0.016, -0.140], [-0.008, -0.014, 0.065], [-0.013, 0.010, -0.014], [-0.031, -0.024, 0.011], [0.023, 0.137, 0.069], [-0.004, -0.004, -0.009], [0.008, -0.011, -0.009], [0.006, -0.004, 0.011], [0.007, -0.036, 0.032], [-0.009, 0.013, -0.004], [-0.014, -0.032, 0.010], [0.006, 0.016, 0.004], [0.003, 0.001, -0.001], [-0.008, -0.002, -0.001], [-0.007, -0.009, 0.007], [0.004, 0.003, -0.001], [-0.011, -0.002, -0.021], [-0.008, -0.009, 0.005], [0.007, 0.006, 0.014], [0.017, -0.010, -0.008], [-0.058, 0.012, 0.057], [0.090, -0.028, -0.068], [-0.003, -0.034, 0.034], [0.079, 0.157, -0.039], [-0.205, 0.323, 0.097], [0.086, -0.208, 0.090], [-0.034, 0.009, -0.003], [-0.019, -0.071, 0.053], [-0.009, 0.047, 0.012]]
}



2.
{
  "formula": "H22O11",
  "method": "ωB97M-V with the def2-TZVPD basis set",
  "multiplicity": 1,
  "e_above_lowest_ev": 3.898,
  "energy_ha": -840.73689,
  "orbital_gap_ev": 9.73,
  "smiles": "O.O.O.O.O.O.O.O.O.O.O",
  "species": ["O", "H", "H", "O", "H", "H", "O", "H", "H", "O", "H", "H", "O", "H", "H", "O", "H", "H", "O", "H", "H", "O", "H", "H", "O", "H", "H", "O", "H", "H", "O", "H", "H"],
  "xyz": [[-0.15316, -0.11830, -0.72619], [-0.82586, 0.12151, -1.37347], [0.30819, 0.70937, -0.54983], [3.23294, 5.11110, -1.04914], [2.72427, 4.32083, -1.26293], [2.77800, 5.48331, -0.28528], [-2.07477, 0.50000, 1.40716], [-2.58197, -0.13693, 0.89134], [-2.28852, 0.28429, 2.32191], [-3.93534, 0.53986, -0.53394], [-4.37920, 0.04342, -1.23074], [-4.14581, 1.45961, -0.73077], [-0.08786, 1.56491, -2.19632], [-0.78632, 2.22897, -2.20909], [0.68983, 2.04831, -1.89546], [-0.01592, -0.49805, 3.17301], [0.89791, -0.26219, 2.97738], [-0.33102, 0.22450, 3.72764], [-2.07483, -1.75284, -1.87321], [-2.96288, -1.56434, -1.54943], [-1.58139, -1.98989, -1.07992], [2.23875, -4.06017, -2.58009], [1.50347, -3.52922, -2.25383], [2.77289, -4.22824, -1.79559], [3.53090, 2.51580, 2.35727], [2.82202, 2.44211, 1.70839], [3.37747, 1.77712, 2.95711], [-2.20005, -3.51982, 0.67125], [-2.99080, -3.64184, 0.13383], [-1.95832, -2.59802, 0.52686], [2.56774, -0.86793, 0.73194], [3.01611, -1.14931, 1.53740], [2.91350, -1.45795, 0.05273]],
  "atomic_forces_ev_per_a": [[0.030, -1.676, 1.334], [0.429, -0.306, 0.352], [-0.437, -0.811, 0.252], [-0.236, -0.103, 0.068], [0.146, 0.092, -0.038], [0.113, 0.035, -0.028], [-0.246, 0.052, 0.448], [0.044, 0.376, -0.081], [0.141, -0.049, -0.129], [-0.339, -0.222, -0.469], [-0.116, 0.162, -0.006], [0.110, -0.032, 0.178], [0.001, 2.329, -1.649], [0.022, 0.154, -0.162], [0.041, 0.009, -0.286], [0.212, 0.058, 0.411], [-0.170, -0.087, -0.203], [0.063, -0.061, -0.034], [-0.407, -0.063, -0.063], [0.163, -0.012, -0.088], [0.338, 0.147, -0.309], [0.055, 0.088, 0.217], [-0.036, -0.010, -0.091], [-0.047, -0.064, -0.115], [-0.182, -0.082, 0.043], [0.117, -0.039, 0.012], [0.077, 0.099, -0.048], [-0.129, 0.129, -0.091], [0.079, -0.117, 0.019], [0.092, -0.080, 0.479], [0.178, -0.006, 0.215], [0.028, -0.026, -0.108], [-0.136, 0.112, -0.030]]
}



3.
{
  "formula": "C57H59N4OP2SSi2Sr",
  "method": "ωB97M-V with the def2-TZVPD basis set",
  "charge": -1,
  "multiplicity": 1,
  "e_above_lowest_ev": 0.000,
  "energy_ha": -4192.43619,
  "orbital_gap_ev": 4.46,
  "species": ["Sr", "N", "P", "C", "C", "C", "C", "C", "C", "C", "C", "C", "C", "C", "C", "P", "C", "C", "C", "C", "C", "C", "C", "C", "C", "C", "C", "C", "H", "H", "H", "H", "H", "H", "H", "H", "H", "H", "H", "H", "H", "H", "H", "H", "H", "H", "H", "H", "H", "C", "C", "C", "C", "C", "C", "C", "C", "S", "C", "N", "C", "C", "C", "C", "C", "C", "C", "C", "H", "H", "H", "H", "H", "H", "H", "H", "H", "H", "H", "H", "H", "H", "H", "H", "C", "Si", "C", "C", "C", "C", "C", "C", "C", "Si", "C", "C", "H", "H", "H", "H", "H", "H", "H", "H", "H", "H", "H", "H", "H", "H", "H", "H", "N", "C", "O", "C", "C", "C", "N", "C", "C", "H", "H", "H", "H", "H", "H"],
  "xyz": [[-0.80914, 0.75700, -0.94379], [1.95199, -2.20567, -0.37613], [1.12012, -1.65839, 1.02117], [2.46322, -0.95070, 2.03563], [2.25570, 0.25052, 2.68785], [3.25242, 0.80448, 3.47645], [4.47297, 0.16353, 3.59771], [4.69644, -1.03507, 2.93382], [3.69589, -1.59060, 2.16449], [0.93726, -3.23266, 1.94476], [0.47640, -4.36885, 1.28110], [0.29837, -5.55843, 1.95987], [0.55718, -5.63013, 3.32182], [0.97954, -4.49556, 3.99946], [1.16784, -3.30779, 3.31775], [1.30220, -1.78244, -1.92014], [0.43205, -3.34915, -2.34346], [1.02980, -4.45711, -2.93571], [0.29862, -5.60921, -3.16399], [-1.04079, -5.66565, -2.80824], [-1.64500, -4.56617, -2.21842], [-0.91199, -3.41588, -1.98993], [2.79910, -1.91183, -2.94979], [2.64511, -1.93903, -4.33537], [3.74862, -1.94028, -5.16436], [5.02417, -1.89955, -4.62140], [5.18547, -1.84922, -3.24817], [4.07942, -1.84909, -2.41457], [2.34682, -3.15496, -0.34264], [1.31928, 0.77345, 2.54849], [3.08164, 1.74612, 3.97496], [5.25822, 0.60404, 4.19514], [5.65433, -1.52951, 3.01531], [3.87094, -2.52601, 1.64952], [0.24890, -4.32331, 0.22635], [-0.04847, -6.43091, 1.42287], [0.43157, -6.56261, 3.85018], [1.17163, -4.53794, 5.06403], [1.50222, -2.43248, 3.85719], [2.07563, -4.42501, -3.21616], [0.77358, -6.46387, -3.62666], [-1.61340, -6.56053, -3.00190], [-2.69166, -4.59153, -1.95117], [-1.39811, -2.54527, -1.55753], [1.65171, -1.94933, -4.76391], [3.61501, -1.95822, -6.23565], [5.88723, -1.88796, -5.26895], [6.17631, -1.79535, -2.82017], [4.20856, -1.77136, -1.34835], [0.36832, 0.09861, 4.62997], [-0.91196, -0.41556, 5.29668], [-0.58047, -1.72168, 6.02880], [-1.38165, 0.63462, 6.31091], [-2.01430, -0.67826, 4.27896], [-3.27290, -1.12447, 4.72467], [-4.30484, -1.40665, 3.85199], [-4.08081, -1.23735, 2.49405], [-5.13652, -1.51363, 1.14768], [-3.81904, -1.00458, 0.07594], [-2.73511, -0.65060, 0.67752], [-2.83892, -0.78236, 2.03084], [-1.81292, -0.51017, 2.92815], [-3.95545, -1.00100, -1.37062], [-5.17481, -1.29301, -1.99213], [-5.24589, -1.26922, -3.36797], [-4.09651, -0.96273, -4.10027], [-2.90738, -0.67933, -3.44817], [-2.77660, -0.68293, -2.05097], [1.12901, 0.28091, 5.38757], [0.19687, 1.03241, 4.10017], [0.77195, -0.62626, 3.92480], [0.19972, -1.54984, 6.76796], [-0.22784, -2.47157, 5.32576], [-1.44943, -2.12399, 6.54198], [-0.59304, 0.83257, 7.03458], [-2.26115, 0.30573, 6.85640], [-1.62608, 1.56662, 5.80893], [-3.44313, -1.26611, 5.77771], [-5.25661, -1.75924, 4.21847], [-0.86664, -0.18701, 2.52541], [-6.06339, -1.52589, -1.41518], [-6.18223, -1.47461, -3.87025], [-4.14190, -0.94047, -5.18284], [-2.04010, -0.44480, -4.05721], [3.65789, 1.32505, -0.51320], [1.87476, 2.05914, -0.41833], [1.96796, 3.21663, 1.15681], [2.06984, 3.42017, -1.79366], [3.06796, 4.37530, -1.59684], [3.35977, 5.34642, -2.53133], [2.63454, 5.38838, -3.71112], [1.63791, 4.45807, -3.91786], [1.33492, 3.46666, -2.98597], [-0.03636, 2.18127, -3.40045], [-1.43570, 3.27015, -4.15866], [0.71939, 1.32017, -4.95099], [4.40399, 2.00475, -0.11181], [3.90944, 1.14141, -1.55449], [3.74953, 0.38364, 0.01985], [2.95577, 3.22633, 1.60818], [1.26455, 2.92547, 1.93164], [1.73199, 4.24040, 0.88283], [3.64032, 4.35519, -0.67885], [4.14897, 6.06631, -2.34605], [2.84928, 6.13972, -4.45936], [1.07308, 4.50079, -4.83777], [-1.14927, 3.83132, -5.04425], [-1.78676, 3.98887, -3.42078], [-2.28190, 2.64135, -4.42544], [0.80183, 1.98125, -5.80753], [0.13285, 0.45883, -5.25617], [1.72057, 0.96808, -4.71131], [-5.56208, 6.42496, 0.45604], [-4.21207, 6.46028, 0.16952], [-3.60376, 7.52385, 0.00709], [-3.52925, 5.13721, 0.03317], [-2.15332, 5.13698, -0.23624], [-1.49935, 3.93027, -0.35099], [-2.12042, 2.75312, -0.20328], [-3.43565, 2.74738, 0.04122], [-4.18103, 3.89920, 0.16321], [-5.97612, 7.31407, 0.68252], [-5.98234, 5.60920, 0.86358], [-1.62792, 6.07019, -0.35749], [-0.44377, 3.89331, -0.57281], [-3.89714, 1.77465, 0.13321], [-5.24607, 3.81155, 0.33446]],
  "atomic_forces_ev_per_a": [[-0.189, -1.711, 0.491], [-0.165, -0.623, -0.138], [0.285, 0.200, -0.182], [0.177, -0.104, -0.125], [0.418, 0.277, -0.719], [0.179, 0.033, -0.017], [-0.104, 0.118, 0.042], [0.127, -0.074, 0.010], [-0.100, 0.002, -0.042], [-0.132, -0.001, -0.106], [0.024, 0.146, 0.010], [-0.021, -0.183, 0.163], [0.015, 0.057, -0.058], [-0.025, -0.220, 0.050], [0.004, 0.072, -0.167], [-0.048, -0.092, 0.395], [0.118, 0.152, -0.170], [0.194, 0.023, 0.063], [-0.032, -0.136, -0.029], [-0.024, 0.008, 0.006], [-0.054, -0.122, -0.007], [-0.037, 0.182, 0.068], [-0.100, 0.172, -0.040], [-0.102, -0.006, 0.080], [0.042, -0.017, -0.071], [0.027, 0.005, 0.013], [0.103, -0.019, -0.048], [-0.103, -0.023, -0.012], [-0.063, 0.561, 0.149], [0.317, 0.020, -0.252], [-0.019, 0.141, 0.033], [0.059, 0.040, 0.056], [0.066, -0.033, 0.009], [0.013, -0.082, -0.037], [0.008, -0.006, -0.161], [-0.012, -0.051, -0.012], [-0.042, -0.107, 0.069], [0.004, -0.014, 0.030], [0.121, -0.081, -0.002], [0.012, 0.028, -0.036], [0.020, -0.051, -0.025], [-0.062, -0.103, -0.011], [-0.095, -0.007, 0.020], [0.003, 0.009, -0.042], [-0.083, 0.009, -0.045], [-0.017, 0.006, -0.104], [0.111, -0.003, -0.083], [0.073, 0.015, 0.031], [0.015, 0.013, 0.200], [-0.733, -0.392, 0.568], [0.145, 0.124, 0.115], [-0.004, 0.093, -0.062], [0.054, -0.106, -0.080], [-0.104, -0.011, 0.280], [0.030, 0.024, -0.180], [0.131, 0.013, 0.067], [0.059, 0.063, 0.053], [0.364, 0.100, -0.097], [-0.611, -0.209, -0.040], [0.365, 0.200, -0.129], [-0.376, -0.174, 0.554], [0.046, 0.028, -0.008], [-0.034, 0.012, -0.100], [-0.024, -0.031, 0.038], [0.024, 0.024, -0.137], [-0.104, -0.034, -0.004], [-0.143, -0.102, -0.125], [0.196, 0.160, -0.619], [0.093, -0.018, 0.062], [-0.116, 0.094, 0.045], [-0.363, 0.102, 0.408], [0.122, 0.034, 0.120], [-0.045, -0.061, -0.018], [-0.132, -0.056, 0.086], [0.104, 0.027, 0.094], [-0.145, -0.054, 0.085], [-0.043, 0.163, -0.080], [-0.022, -0.022, 0.248], [-0.104, -0.033, 0.068], [0.080, 0.068, -0.045], [-0.057, -0.016, 0.065], [-0.023, -0.031, -0.032], [-0.029, -0.004, -0.064], [0.068, 0.067, -0.078], [-0.261, 0.038, 0.030], [0.536, 0.244, 0.100], [0.014, -0.151, -0.163], [0.000, -0.239, 0.273], [0.137, 0.078, 0.162], [0.165, 0.201, -0.016], [0.078, 0.148, -0.083], [-0.032, 0.120, -0.134], [-0.257, -0.219, -0.142], [0.029, 0.180, -0.485], [0.215, -0.080, 0.018], [-0.032, 0.105, 0.255], [0.224, 0.255, 0.098], [0.035, -0.074, -0.250], [0.029, -0.226, 0.155], [0.318, 0.010, 0.120], [-0.192, -0.071, 0.234], [-0.084, 0.279, -0.076], [0.123, 0.005, 0.149], [0.029, 0.032, 0.011], [0.016, 0.087, -0.082], [-0.111, 0.013, -0.216], [0.110, 0.170, -0.287], [-0.113, 0.161, 0.179], [-0.197, -0.145, -0.061], [0.045, 0.281, -0.286], [-0.195, -0.246, -0.085], [0.202, -0.108, 0.058], [0.661, 0.213, -0.071], [0.108, 1.402, -0.082], [-0.990, -1.492, 0.228], [0.495, -0.640, -0.080], [-0.860, 0.179, 0.188], [-0.210, -0.388, 0.073], [-0.578, 0.754, 0.266], [0.463, -0.026, -0.085], [0.179, 0.747, -0.057], [0.011, -0.007, -0.016], [0.055, 0.005, -0.048], [0.016, 0.084, -0.001], [0.256, -0.042, -0.090], [-0.054, -0.118, -0.001], [0.040, 0.019, -0.008]]
}